Entry 1:
C40H111N9O11S2 | the ωB97M-V functional and the def2-TZVPD basis

Last column: Mulliken charge in e.
Atoms and positions in Å:
C: 0.2248 -0.0712 -4.9607  -0.74
C: -1.1245 -0.7477 -4.9977  0.27
C: -1.0483 -1.9747 -5.8638  -0.55
O: -0.5658 -1.6131 -7.1721  -0.34
C: -0.6249 -2.6393 -8.1957  -0.80
N: -1.6764 -0.8501 -3.6164  0.08
H: 0.1947 0.7654 -4.2626  -0.22
H: 0.4012 0.3217 -5.9620  0.54
H: 1.0025 -0.7506 -4.6120  0.09
H: -1.7482 -0.0352 -5.5375  0.23
H: -1.9760 -2.5428 -5.9320  0.48
H: -0.3772 -2.6488 -5.3314  0.06
H: -0.1698 -3.5914 -7.9227  0.32
H: -0.0625 -2.2365 -9.0380  0.28
H: -1.6288 -2.7658 -8.6010  0.29
H: -2.6733 -1.0003 -3.5552  0.05
H: -1.6273 0.0048 -3.0808  0.03
C: 5.3251 1.5091 0.3790  0.30
C: 5.7458 2.9268 0.1088  0.10
C: 4.8672 3.6993 -0.9192  -0.13
O: 4.8716 3.0619 -2.1813  -0.12
C: 6.0695 3.2108 -2.9308  -1.02
N: 5.7152 3.5917 1.4327  -0.56
H: 4.4218 1.5062 0.9889  0.01
H: 6.1493 1.0354 0.9123  0.43
H: 5.0631 1.0284 -0.5636  -0.99
H: 6.7782 2.8990 -0.2398  0.43
H: 5.1072 4.7616 -0.9638  0.56
H: 3.8648 3.7574 -0.4950  -0.56
H: 6.2009 4.1708 -3.4301  0.33
H: 5.9266 2.7292 -3.8981  0.32
H: 6.9996 2.8844 -2.4654  0.36
H: 6.5163 3.3096 1.9793  0.33
H: 4.9557 3.1884 1.9625  0.10
C: -3.2679 -7.6933 4.4246  -1.50
C: -3.7436 -7.0758 3.1392  0.45
C: -3.5623 -5.5047 2.8681  -0.65
O: -2.1966 -5.1216 2.5804  -0.31
C: -1.9648 -3.8274 1.9990  -0.40
N: -3.3587 -7.8066 1.9682  -0.73
H: -3.3973 -8.7754 4.4468  0.39
H: -3.8008 -7.3602 5.3151  0.36
H: -2.1931 -7.5369 4.5175  0.29
H: -4.8235 -7.2118 3.0813  0.31
H: -3.8794 -5.0211 3.7920  0.26
H: -4.2894 -5.1293 2.1480  0.40
H: -1.1197 -3.8098 1.3108  0.09
H: -1.7420 -3.1419 2.8166  0.00
H: -2.7311 -3.3454 1.3919  0.40
H: -2.3507 -7.7470 1.9444  0.30
H: -3.7429 -7.3307 1.1644  0.28
C: 3.9929 -2.3993 0.7879  -1.11
C: 4.9425 -2.7462 -0.2939  0.61
C: 5.0625 -1.7599 -1.4904  -0.80
O: 3.7608 -1.5381 -1.9892  0.05
C: 3.7762 -0.4827 -3.0487  0.28
N: 6.2219 -3.1246 0.2786  -0.75
H: 3.1201 -1.9851 0.2833  0.09
H: 4.3597 -1.5707 1.3938  0.32
H: 3.7958 -3.2285 1.4673  0.34
H: 4.5926 -3.7064 -0.6731  0.14
H: 5.5939 -2.2389 -2.3128  0.24
H: 5.5652 -0.8328 -1.2150  0.48
H: 4.2128 0.4270 -2.6366  -0.20
H: 2.7594 -0.3504 -3.4184  -0.59
H: 4.4694 -0.7434 -3.8485  0.48
H: 6.8028 -3.4137 -0.4954  0.30
H: 6.6897 -2.2897 0.6014  0.29
C: 0.2482 3.7919 -4.6594  -1.63
C: 1.6016 4.0009 -3.9665  0.36
C: 1.3819 4.8976 -2.6898  0.02
O: 1.0632 6.2711 -2.9974  -0.46
C: 1.0220 7.0740 -1.7928  -0.71
N: 2.1105 2.6632 -3.6291  -0.17
H: -0.5920 3.6946 -3.9718  0.28
H: 0.2545 2.8767 -5.2514  0.39
H: 0.0688 4.7038 -5.2288  0.45
H: 2.3209 4.5106 -4.6075  0.58
H: 2.3474 4.9106 -2.1841  0.06
H: 0.7131 4.3797 -2.0023  0.15
H: 0.7500 6.6094 -0.8450  0.19
H: 0.4248 7.9471 -2.0559  0.38
H: 1.9498 7.5961 -1.5588  0.29
H: 2.9120 2.6295 -3.0155  0.13
H: 1.3602 2.3842 -3.0132  -0.28
C: 0.2513 3.5244 3.5203  -1.96
C: 1.5849 3.8881 3.0114  2.06
C: 1.4870 5.1245 2.1970  -0.88
O: 2.8214 5.4518 1.8253  -0.27
C: 2.9531 6.6401 1.0321  -0.77
N: 2.4873 3.9847 4.1251  -0.81
H: 0.2268 2.6014 4.0997  0.02
H: -0.4245 3.3210 2.6896  0.41
H: -0.2500 4.2974 4.1027  0.47
H: 1.9385 3.0301 2.4396  -0.51
H: 0.9699 5.9203 2.7331  0.52
H: 0.9545 4.8550 1.2849  0.26
H: 2.0429 7.2275 0.9113  0.45
H: 3.2621 6.3880 0.0176  0.07
H: 3.7869 7.2424 1.3930  0.32
H: 2.4982 3.0873 4.5883  0.32
H: 3.3754 3.9723 3.6442  0.36
C: -5.5663 3.7768 4.4804  -1.40
C: -4.6094 2.5488 4.6892  0.15
C: -3.2688 2.8133 3.8922  -0.23
O: -3.3888 2.9846 2.4997  -0.48
C: -3.3014 1.7714 1.6849  -0.67
N: -4.5838 2.3126 6.1534  -0.72
H: -5.6560 3.8947 3.4005  0.32
H: -5.0238 4.6755 4.7741  0.39
H: -6.5230 3.7578 5.0024  0.38
H: -4.9558 1.6189 4.2381  0.31
H: -2.4280 2.1436 4.0732  0.07
H: -2.8465 3.7304 4.3029  0.28
H: -3.0293 1.8408 0.6316  0.42
H: -4.2691 1.2794 1.7826  0.41
H: -2.6645 1.0801 2.2366  0.19
H: -3.8089 1.7284 6.4333  0.24
H: -4.2278 3.2376 6.3475  0.40
C: -4.7961 -0.5786 -1.2506  -1.02
C: -5.0769 -1.9967 -1.6454  0.35
C: -5.7036 -2.1472 -3.0956  -1.00
O: -4.9694 -1.3034 -4.0331  -0.19
C: -5.5662 -1.2272 -5.2929  -0.99
N: -3.8684 -2.7135 -1.5774  -0.31
H: -4.2194 -0.4764 -0.3313  0.09
H: -5.7360 -0.0311 -1.1803  0.45
H: -4.2643 -0.1189 -2.0836  0.24
H: -5.7148 -2.4563 -0.8904  0.42
H: -6.7653 -1.9046 -3.0486  0.45
H: -5.6541 -3.1906 -3.4072  0.48
H: -6.2422 -0.3723 -5.3110  0.33
H: -6.1321 -2.1268 -5.5348  0.39
H: -4.9625 -1.1651 -6.1984  0.25
H: -3.7857 -3.5952 -2.0631  0.26
H: -3.1697 -2.2083 -2.1033  -0.25
C: -0.8862 -0.1570 5.9335  -1.44
C: -1.4818 -1.5531 5.5697  1.25
C: -0.3730 -2.5436 5.1037  -1.45
O: 0.3353 -2.0025 3.9585  0.02
C: 1.7038 -1.7672 4.1343  -0.62
N: -2.1169 -2.0233 6.7556  -0.84
H: -0.1273 -0.3856 6.6818  0.45
H: -1.5475 0.5800 6.3893  0.43
H: -0.4881 0.4415 5.1142  0.00
H: -2.2819 -1.5356 4.8296  0.19
H: -0.7165 -3.5558 4.8904  0.30
H: 0.3124 -2.6805 5.9400  0.54
H: 2.1657 -1.2975 3.2659  -0.12
H: 2.2024 -2.7341 4.0659  0.38
H: 2.0587 -1.2862 5.0457  0.35
H: -2.9308 -2.5671 6.5067  0.28
H: -2.5421 -1.1694 7.0878  0.30
C: -0.5466 -5.9055 -1.8923  -1.00
S: 1.1012 -5.0692 -1.6051  0.59
O: 1.9758 -5.7079 -2.7032  -0.69
C: 0.5094 -3.4679 -2.3853  -0.06
H: -1.2443 -5.6678 -1.0893  0.24
H: -0.3868 -6.9838 -1.8950  0.43
H: -0.8061 -5.8202 -2.9474  0.28
H: -0.3960 -3.2245 -1.8294  -0.01
H: 0.0714 -3.7649 -3.3382  0.03
H: 1.2700 -2.7199 -2.6093  0.18
C: 1.3714 1.1172 0.5112  -0.73
S: 0.6981 0.3873 -1.0447  1.45
O: -0.0301 1.5425 -1.7480  -1.06
C: -0.5710 -0.6070 -0.1505  0.13
H: 1.9490 0.3796 1.0685  0.14
H: 0.5611 1.6098 1.0486  0.32
H: 1.9922 1.8867 0.0524  -0.19
H: -1.3854 -0.9406 -0.7935  -0.34
H: -1.0093 0.0752 0.5779  -0.30
H: -0.1864 -1.4349 0.4452  0.35

Its spin multiplicity is 1. The value obtained for the gap between HOMO and LUMO is 9.16 eV. The calculated total energy is -3707.01005 Ha.

***

Entry 2:
C40H111N9O13 | the ωB97M-V functional and the def2-TZVPD basis

Last column: Mulliken charge in e.
Atoms and positions in Å:
C: -1.7812 1.4115 8.3692  -0.88
O: -1.0162 0.5183 7.6186  -0.38
C: -0.6636 0.9817 6.3385  -0.87
C: 0.5290 0.0424 5.8297  0.06
C: 1.6817 0.0988 6.8455  -1.54
N: 1.0049 0.4083 4.5029  -0.41
H: -2.5598 1.8394 7.7612  0.33
H: -1.1555 2.2189 8.7000  0.36
H: -2.1372 0.8723 9.2535  0.25
H: -1.5493 0.9798 5.6925  0.33
H: -0.2586 2.0189 6.4208  0.75
H: 0.2561 -1.0043 5.7637  0.42
H: 1.3260 -0.0832 7.8210  0.41
H: 1.9720 1.1567 6.7549  0.40
H: 2.6281 -0.4502 6.4932  0.32
H: 1.8103 -0.1862 4.1790  0.15
H: 1.5589 1.2399 4.5913  0.17
C: 1.5687 3.0971 -1.6374  0.30
O: 2.1066 3.3932 -2.8630  -0.47
C: 2.4516 2.2464 -3.6501  1.38
C: 2.9917 2.5731 -5.0696  -0.13
C: 2.0240 2.8342 -6.1996  -1.23
N: 3.9221 1.4494 -5.4217  -0.52
H: 1.3369 4.0746 -1.2064  0.34
H: 2.3044 2.6601 -1.0388  -0.32
H: 0.6908 2.4511 -1.6064  -0.10
H: 3.3178 1.5962 -3.2961  -0.38
H: 1.5713 1.4952 -3.7649  -0.33
H: 3.6595 3.4281 -5.0864  0.30
H: 1.4703 3.7379 -5.9884  0.33
H: 1.3188 1.9629 -6.3708  0.00
H: 2.5051 2.9099 -7.1712  0.48
H: 4.5515 1.7993 -6.0945  0.22
H: 4.3838 1.0248 -4.6358  0.22
C: 0.1453 -5.7654 -1.7021  -1.09
O: -0.2995 -4.6618 -0.9934  0.14
C: -0.3438 -4.8936 0.4376  -1.47
C: -0.9954 -3.7821 1.1274  1.44
C: -0.2538 -2.4914 1.2143  -0.76
N: -1.1219 -4.2327 2.5599  -0.84
H: -0.5579 -6.5851 -1.6678  0.34
H: 1.1138 -6.1031 -1.3811  0.38
H: 0.2454 -5.4944 -2.7291  0.28
H: -0.9121 -5.7939 0.6764  0.43
H: 0.6977 -5.0061 0.7642  0.37
H: -2.0299 -3.7171 0.8018  0.12
H: -0.8533 -1.7003 1.7431  -0.05
H: -0.1701 -2.1562 0.1511  -0.36
H: 0.7508 -2.4915 1.6474  0.72
H: -1.8354 -4.9815 2.5358  0.31
H: -1.3831 -3.4972 3.2080  0.19
C: -3.4253 -4.9585 -4.0822  -0.45
O: -4.4841 -4.4674 -3.2509  -0.48
C: -3.9064 -3.7179 -2.1321  -0.50
C: -3.4384 -2.3202 -2.6838  0.94
C: -2.7697 -1.5839 -1.6232  -0.50
N: -4.5753 -1.5917 -3.2560  -0.39
H: -2.6312 -5.3864 -3.4923  0.18
H: -3.0084 -4.1475 -4.7558  0.17
H: -3.9018 -5.7276 -4.6908  0.30
H: -4.6809 -3.5552 -1.3338  0.41
H: -3.0286 -4.2897 -1.7750  0.05
H: -2.6943 -2.4054 -3.4391  -0.22
H: -1.9922 -2.2392 -1.2185  -0.17
H: -3.3803 -1.3464 -0.7739  0.81
H: -2.2964 -0.6662 -2.0342  -0.65
H: -4.2440 -1.0700 -4.0458  0.14
H: -5.3399 -2.1685 -3.5739  0.29
C: 7.3423 0.9277 2.2230  -0.75
O: 6.3709 0.0160 1.6896  -0.45
C: 5.0423 0.4869 1.9763  -0.20
C: 3.9652 -0.2790 1.2826  0.10
C: 4.1255 -0.1684 -0.2693  -0.36
N: 2.6839 0.3214 1.6452  0.56
H: 8.3261 0.4721 2.1890  0.29
H: 7.1267 1.1044 3.2506  0.34
H: 7.3915 1.7886 1.6050  0.24
H: 4.8775 0.4361 3.0421  0.54
H: 5.0081 1.5286 1.5283  -0.28
H: 3.9467 -1.2741 1.6133  0.55
H: 3.9847 0.9346 -0.3918  -0.07
H: 3.1969 -0.4677 -0.8266  -0.42
H: 5.1040 -0.5290 -0.6712  0.50
H: 2.6580 1.3247 1.5568  -0.36
H: 1.8885 -0.1333 1.0945  -0.28
C: -6.2364 -1.4870 7.5223  -0.61
O: -5.8245 -2.0905 6.3296  -0.35
C: -4.4224 -2.3599 6.1500  -0.78
C: -3.9847 -1.5276 4.9656  0.94
C: -4.4900 -1.9700 3.6432  -1.43
N: -2.5156 -1.4758 5.0255  -0.25
H: -6.6862 -2.2378 8.1961  0.23
H: -7.0443 -0.7995 7.2236  0.21
H: -5.4084 -0.9849 7.9836  0.29
H: -3.8483 -1.9432 6.9787  0.34
H: -4.1674 -3.4278 6.0285  0.29
H: -4.4779 -0.5783 5.2158  0.10
H: -4.1118 -1.3136 2.9117  0.40
H: -5.5507 -1.6715 3.6518  0.43
H: -4.2860 -3.0212 3.4086  0.20
H: -2.2892 -0.8057 4.2289  0.00
H: -2.2265 -1.0018 5.8895  0.23
C: -0.5859 -0.4224 -5.3773  -0.77
O: -1.6773 0.1549 -4.6482  -0.31
C: -1.2008 1.2660 -3.9189  -0.23
C: -2.4644 2.0191 -3.3977  1.67
C: -3.3828 2.5472 -4.5298  -1.78
N: -2.1682 3.0697 -2.4283  -0.70
H: -0.2387 0.2287 -6.2147  0.23
H: -0.8638 -1.3296 -5.7882  0.56
H: 0.1757 -0.6151 -4.6648  0.10
H: -0.4205 0.9683 -3.2437  -0.16
H: -0.6656 1.8646 -4.6867  0.50
H: -3.0054 1.1957 -2.9083  -0.69
H: -4.2115 3.0240 -4.0075  0.41
H: -3.6848 1.8853 -5.3332  0.28
H: -2.9414 3.4499 -4.9779  0.41
H: -1.2500 3.5260 -2.7172  0.33
H: -1.9555 2.6607 -1.5237  0.23
C: 1.5616 -1.8764 -2.8138  -0.96
O: 2.0834 -2.2023 -4.0863  -0.35
C: 3.4284 -2.5687 -4.0010  -0.44
C: 3.8829 -2.8809 -5.4339  0.38
C: 5.3043 -3.3070 -5.3750  -1.51
N: 3.6470 -1.7361 -6.2718  -0.68
H: 0.5102 -2.0982 -2.8381  0.32
H: 1.7067 -0.9082 -2.4040  -0.01
H: 2.0269 -2.4904 -2.0698  0.73
H: 4.0309 -1.7304 -3.5166  0.06
H: 3.5392 -3.4455 -3.3960  0.47
H: 3.2916 -3.7107 -5.8081  0.31
H: 5.8457 -2.4317 -5.0487  0.34
H: 5.7684 -3.6693 -6.2919  0.36
H: 5.3448 -4.1375 -4.6625  0.38
H: 4.3338 -1.0040 -6.0978  0.25
H: 2.8048 -1.2989 -5.9804  0.29
C: 5.2362 3.5028 -0.4674  -0.34
O: 4.2605 3.7899 0.5176  0.25
C: 4.4411 4.9842 1.1642  -1.08
C: 3.1634 5.0675 2.0813  0.13
C: 3.3175 6.3929 2.9076  -1.34
N: 2.9379 3.9736 3.0255  -0.52
H: 6.0085 2.9271 0.0669  -0.02
H: 5.7343 4.4056 -0.8838  0.44
H: 4.7952 2.8397 -1.2743  -0.13
H: 5.4081 5.0149 1.6907  0.39
H: 4.4638 5.8612 0.5058  0.50
H: 2.4252 5.0745 1.3697  0.29
H: 3.6915 7.2775 2.2375  0.31
H: 4.0755 6.2574 3.7052  0.36
H: 2.3561 6.7058 3.3284  0.35
H: 3.2257 3.1015 2.5047  0.17
H: 3.6949 4.1213 3.7028  0.34
O: -8.2258 1.0353 -2.1864  -0.56
C: -7.4892 0.9816 -1.0121  -0.28
C: -6.1645 1.6777 -1.2353  -0.64
O: -5.4559 1.0481 -2.3704  -0.33
H: -7.5780 1.0806 -2.9012  0.36
H: -8.0014 1.4925 -0.1765  0.32
H: -7.3876 -0.0605 -0.7445  0.25
H: -5.5370 1.7789 -0.3442  0.26
H: -6.4311 2.6683 -1.5942  0.38
H: -5.2458 0.1737 -2.0923  0.16
O: -1.6254 1.0217 -0.1388  0.10
C: -0.8456 1.8570 0.7724  0.22
C: -1.5161 1.8707 2.1772  -0.82
O: -1.4384 0.5797 2.7691  -0.16
H: -1.5891 0.0948 0.0551  -0.23
H: 0.2134 1.6584 0.7990  -0.22
H: -1.0024 2.8621 0.3602  0.32
H: -2.6155 2.2256 2.0996  0.19
H: -0.9368 2.6439 2.7405  0.40
H: -0.6214 0.4208 3.3451  -0.07

As for the SMILES: COC[C@H](C)N.COC[C@H](C)N.COC[C@H](C)N.COC[C@H](C)N.COC[C@H](C)N.COC[C@H](C)N.COC[C@H](C)N.COC[C@H](C)N.COC[C@H](C)N.OCCO.OCCO. Its spin multiplicity is 1. The energy above the lowest of the compared OMol25 structures with the same formula, charge and spin is 160.9 kcal/mol. The value obtained for the gap between HOMO and LUMO is 9.34 eV. The calculated total energy is -3061.20606 Ha.

***

Entry 3:
C40H18F15GeN5O2SSn | the ωB97M-V functional and the def2-TZVPD basis

Last column: natural (NBO) charge in e.
Atoms and positions in Å:
Sn: 0.6479 0.5694 -0.5437  1.35
N: 1.6940 -1.5917 3.5040  -0.54
C: 1.4846 -0.5972 2.6267  0.36
N: 0.4940 -0.5357 1.8051  -0.59
C: -0.4603 -1.5431 1.8211  0.40
N: -1.5372 -1.4612 1.1314  -0.33
N: -1.5701 -0.3612 0.2917  -0.29
C: -2.7023 0.2094 0.2011  0.11
C: -2.9281 1.3447 -0.7076  0.14
C: -4.1814 1.9386 -0.7705  -0.21
C: -4.3656 2.9993 -1.6436  -0.16
C: -3.2979 3.4206 -2.4163  -0.24
C: -2.0803 2.7640 -2.2777  0.06
N: -1.8954 1.7518 -1.4453  -0.42
C: -0.2333 -2.7168 2.6736  -0.07
C: -1.0718 -3.8324 2.6591  -0.16
C: -0.8070 -4.9108 3.4757  -0.22
C: 0.2992 -4.8873 4.3279  -0.17
C: 1.1368 -3.7931 4.3589  -0.23
C: 0.8669 -2.7120 3.5238  0.16
H: 2.4983 -1.5554 4.1084  0.42
H: 2.2009 0.2160 2.6252  0.23
H: -3.5403 -0.1466 0.7988  0.19
H: -4.9881 1.5772 -0.1473  0.22
H: -5.3262 3.4915 -1.7146  0.23
H: -3.3957 4.2460 -3.1070  0.23
H: -1.2162 3.0708 -2.8580  0.20
H: -1.9194 -3.8266 1.9896  0.24
H: -1.4547 -5.7761 3.4569  0.22
H: 0.5041 -5.7322 4.9712  0.22
H: 1.9992 -3.7712 5.0132  0.22
C: 5.0486 -0.3419 0.8037  -0.72
C: 3.6840 -0.6792 0.2482  0.61
O: 2.9889 0.2761 -0.1225  -0.67
C: 3.2506 -2.0632 0.1787  -0.35
C: 4.1522 -3.0823 0.5685  -0.09
C: 3.8250 -4.4091 0.5188  -0.31
C: 2.5441 -4.7704 0.0609  -0.16
C: 1.6432 -3.8210 -0.3282  -0.29
C: 1.9497 -2.4293 -0.2903  0.44
O: 1.0264 -1.6044 -0.6370  -0.83
H: 5.1430 0.7396 0.8496  0.25
H: 5.8365 -0.7423 0.1653  0.24
H: 5.1847 -0.7705 1.7973  0.22
H: 5.1403 -2.8047 0.9087  0.20
H: 4.5384 -5.1651 0.8140  0.21
H: 2.2664 -5.8167 0.0203  0.21
H: 0.6536 -4.0872 -0.6758  0.22
F: -2.0294 4.1530 0.9285  -0.31
C: -1.6044 5.3544 0.5334  0.42
C: -0.2554 5.6260 0.3781  -0.56
C: 0.0690 6.9133 -0.0100  0.41
F: 1.3586 7.2373 -0.2031  -0.31
C: -0.8740 7.8968 -0.2404  0.24
F: -0.5154 9.1230 -0.6227  -0.29
C: -2.2138 7.5883 -0.0793  0.30
F: -3.1438 8.5151 -0.2982  -0.28
C: -2.5822 6.3133 0.3103  0.24
F: -3.8761 6.0243 0.4780  -0.29
Ge: 1.2151 4.3554 0.7411  1.40
S: 0.6854 2.4315 1.5017  -0.85
C: 2.2794 4.1663 -0.9060  -0.52
C: 3.4924 3.4996 -0.8186  0.35
F: 3.9230 3.0513 0.3666  -0.30
C: 4.3119 3.2831 -1.9098  0.30
F: 5.4727 2.6392 -1.7803  -0.29
C: 3.9122 3.7447 -3.1525  0.29
F: 4.6804 3.5401 -4.2194  -0.28
C: 2.7074 4.4116 -3.2824  0.26
F: 2.3164 4.8458 -4.4825  -0.29
C: 1.9114 4.6036 -2.1644  0.35
F: 0.7366 5.2271 -2.3611  -0.31
C: 2.2243 5.3815 2.1132  -0.55
C: 1.5990 5.5116 3.3435  0.40
F: 0.3446 5.0653 3.5032  -0.31
C: 2.2032 6.0933 4.4434  0.24
F: 1.5613 6.1941 5.6088  -0.29
C: 3.4916 6.5832 4.3221  0.29
F: 4.0908 7.1553 5.3639  -0.28
C: 4.1448 6.4940 3.1069  0.24
F: 5.3767 6.9905 2.9800  -0.29
C: 3.5021 5.9086 2.0277  0.41
F: 4.1755 5.9130 0.8718  -0.31

Its spin multiplicity is 1. The energy above the lowest of the compared OMol25 structures with the same formula, charge and spin is 0.0 kcal/mol. The value obtained for the gap between HOMO and LUMO is 6.94 eV. The calculated total energy is -6146.77561 Ha.

***

> calculated total energy of number 1 (C40H111N9O11S2)?

-3707.01005 Ha

***

> What is the calculated total energy in the third record?

-6146.77561 Ha

***

> Which of these has the lowest gap between HOMO and LUMO?

C40H18F15GeN5O2SSn

***

> The lowest calculated total energy belongs to which entry?

C40H18F15GeN5O2SSn